1.
48
Properties=species:S:1:pos:R:3 method="wB97M-V/def2-TZVPD" e_tot_ev=-50283.9560 orbital_gap_ev=4.852 charge=+1
C -0.478 1.231 -2.422
N -0.880 1.759 -1.130
C -0.133 2.001 -0.013
H -0.213 -2.494 0.286
C 1.341 2.130 0.011
C 2.057 3.366 -0.078
C 3.444 3.393 -0.015
C 4.213 2.225 0.123
N 5.631 2.344 0.167
O 6.327 1.304 0.296
O 6.120 3.503 0.075
C 3.510 0.992 0.200
C 2.105 0.934 0.136
N -0.991 1.989 1.049
C -0.712 1.750 2.457
C -2.329 2.068 0.562
C -2.257 1.919 -0.812
C -3.299 2.387 -1.635
C -4.163 3.358 -1.083
C -4.239 3.507 0.317
C -3.443 2.693 1.156
H -1.276 1.494 -3.116
H 0.451 1.700 -2.774
H -0.368 0.128 -2.382
H 1.513 4.316 -0.202
H 3.971 4.338 -0.079
H 4.114 0.100 0.309
H 1.596 -0.045 0.185
H -1.580 2.146 2.983
H -0.599 0.663 2.670
H 0.172 2.316 2.788
H -3.456 1.948 -2.614
H -4.786 3.994 -1.720
H -4.931 4.245 0.729
H -3.717 2.472 2.183
C -0.239 -6.588 -0.224
C -1.480 -5.769 0.179
S -1.462 -4.232 -0.737
C -0.162 -3.551 0.345
S 1.052 -4.266 -0.742
C 1.043 -5.827 0.143
H -0.236 -7.574 0.243
H -0.239 -6.711 -1.310
H -2.436 -6.216 -0.155
H -1.471 -5.576 1.264
H -0.165 -3.957 1.372
H 1.081 -5.647 1.224
H 2.001 -6.263 -0.207

---

2.
45
Properties=species:S:1:pos:R:3 method="wB97M-V/def2-TZVPD" smiles="C=CCn1c(NCc2ccc(N(C)C)cc2)nc2ccccc21" e_tot_ev=-26020.4563 orbital_gap_ev=8.171 charge=0 relative_energy_kcal_mol=0.0
C 1.375 3.012 -1.089
C 0.302 2.382 -1.530
C 0.176 1.776 -2.900
N -0.258 0.405 -2.817
C 0.423 -0.629 -2.213
N -0.230 -1.759 -2.220
C -1.418 -1.490 -2.853
C -2.492 -2.324 -3.133
C -3.580 -1.777 -3.786
C -3.611 -0.436 -4.156
C -2.551 0.412 -3.887
C -1.461 -0.128 -3.234
H -2.585 1.453 -4.179
H -4.481 -0.047 -4.665
H -4.430 -2.403 -4.016
H -2.466 -3.363 -2.847
N 1.690 -0.458 -1.744
H 1.930 0.504 -1.539
C 2.179 -1.399 -0.742
C 1.702 -1.008 0.630
C 2.461 -0.187 1.453
C 1.992 0.229 2.683
C 0.723 -0.151 3.140
C -0.040 -0.973 2.298
C 0.441 -1.385 1.073
H -0.170 -2.013 0.441
H -1.022 -1.301 2.596
N 0.232 0.293 4.350
C -0.970 -0.301 4.885
H -0.871 -1.384 5.031
H -1.200 0.155 5.846
H -1.813 -0.113 4.218
C 1.132 0.921 5.288
H 0.587 1.176 6.195
H 1.530 1.848 4.869
H 1.972 0.270 5.561
H 2.629 0.855 3.286
H 3.446 0.126 1.134
H 1.796 -2.380 -1.024
H 3.271 -1.396 -0.792
H 1.129 1.838 -3.439
H -0.579 2.323 -3.474
H -0.561 2.244 -0.892
H 1.425 3.426 -0.097
H 2.246 3.156 -1.710

---

3.
68
Properties=species:S:1:pos:R:3 method="wB97M-V/def2-TZVPD" multiplicity=2 e_tot_ev=-476651.0435 orbital_gap_ev="5.834 / 5.798" charge=-2 relative_energy_kcal_mol=6.2
Cd -0.141 -1.095 2.872
F -0.064 -2.894 0.285
P -0.755 -4.038 1.220
F -1.684 -4.502 -0.001
F 0.408 -5.069 0.799
F -1.409 -5.128 2.193
F 0.195 -3.500 2.466
F -1.855 -2.928 1.678
Se -0.664 2.185 7.229
Sb -1.216 -0.221 6.868
Se -2.041 -0.546 4.522
Se 1.211 -0.517 7.100
Se -2.766 -1.255 8.383
I 2.596 -0.753 3.013
C -3.968 1.059 1.452
O -3.004 1.426 0.443
C -1.878 0.735 0.489
O -1.726 -0.223 1.230
C -0.778 1.235 -0.391
C -0.975 1.741 -1.623
As -2.242 0.572 -2.525
C -2.294 1.188 -4.392
C -0.741 -0.740 -2.676
C 0.258 -0.933 -1.813
As 0.764 0.030 -0.122
C 2.316 1.026 -0.783
C 1.123 -2.149 -1.990
O 0.935 -3.058 -2.756
O 2.163 -2.088 -1.147
C 2.906 -3.303 -0.969
C -0.896 -1.600 -3.893
O -0.323 -1.420 -4.938
O -1.839 -2.531 -3.704
C -1.952 -3.492 -4.756
C 0.132 2.446 -2.323
O 0.720 3.389 -1.861
O 0.389 1.963 -3.554
C 1.431 2.634 -4.258
H -4.798 1.747 1.319
H -3.522 1.174 2.439
H -4.286 0.027 1.314
H -2.375 2.275 -4.385
H -3.187 0.772 -4.855
H -1.409 0.888 -4.945
H 2.320 1.151 -1.864
H 3.183 0.443 -0.477
H 2.337 1.994 -0.289
H 3.652 -3.077 -0.214
H 3.373 -3.602 -1.906
H 2.236 -4.085 -0.619
H -2.752 -4.163 -4.455
H -1.015 -4.038 -4.855
H -2.187 -3.006 -5.702
H 1.545 2.098 -5.196
H 2.361 2.611 -3.690
H 1.163 3.676 -4.439
S -1.014 3.216 2.169
C 0.531 3.064 2.832
N 0.712 2.584 4.095
C 1.904 2.472 4.713
C 3.046 2.855 4.077
C 2.938 3.333 2.761
C 1.720 3.427 2.149
H -0.121 2.311 4.627
H 1.867 2.051 5.707
H 4.001 2.740 4.567
H 3.832 3.619 2.219
H 1.610 3.796 1.139

---

4.
45
Properties=species:S:1:pos:R:3 method="wB97M-V/def2-TZVPD" e_tot_ev=-83700.8952 orbital_gap_ev=7.249 charge=+1
C 1.061 0.595 -1.485
Hf 1.011 0.171 0.614
N 0.060 -1.458 2.036
H 2.008 -1.201 0.344
H 0.643 -1.679 2.852
H -0.323 0.648 1.638
H 0.220 -0.081 -1.650
H 1.966 0.163 -1.842
H 0.710 1.617 -1.602
H -0.823 -1.077 2.415
H -0.200 -2.346 1.576
C 0.515 6.685 4.480
C 1.416 6.350 3.475
C 1.225 5.181 2.725
C 0.123 4.352 2.989
C -0.788 4.698 4.005
C -0.575 5.866 4.750
As -0.198 2.818 1.718
C 1.610 2.114 1.966
C 2.488 2.057 0.850
C 3.458 0.999 0.787
C 3.576 0.096 1.870
C 2.939 0.382 3.097
C 1.994 1.410 3.147
C -1.454 1.839 2.909
C -1.085 1.220 4.114
C -1.969 0.322 4.728
C -3.199 0.012 4.148
C -3.552 0.586 2.918
C -2.675 1.476 2.293
H 0.664 7.597 5.037
H 2.260 6.995 3.248
H 1.921 4.898 1.926
H -1.652 4.058 4.204
H -1.277 6.145 5.531
H 2.411 2.734 0.005
H 4.183 0.897 -0.052
H 4.332 -0.707 1.844
H 3.234 -0.142 4.022
H 1.592 1.711 4.127
H -0.145 1.487 4.597
H -1.697 -0.106 5.696
H -3.902 -0.658 4.657
H -4.529 0.359 2.473
H -2.918 1.888 1.312

---

5.
55
Properties=species:S:1:pos:R:3 method="wB97M-V/def2-TZVPD" e_tot_ev=-98215.7024 orbital_gap_ev=6.016 charge=0 relative_energy_kcal_mol=2.1
Pd -0.410 0.497 -0.013
C 0.634 -2.847 -0.887
N -0.171 -2.090 -1.827
C -1.221 -2.585 -2.570
C -1.644 -1.571 -3.355
N -0.849 -0.471 -3.116
B -1.136 0.904 -3.769
N -1.691 1.995 -2.734
C -1.666 3.311 -3.122
C -2.220 4.062 -2.139
N -2.578 3.191 -1.143
C -3.109 3.567 0.155
C -2.254 1.937 -1.521
S -2.577 0.539 -0.520
C 0.049 -0.797 -2.163
S 1.442 0.117 -1.641
H 0.060 -3.711 -0.558
H 0.877 -2.226 -0.027
H 1.562 -3.172 -1.356
H -1.591 -3.586 -2.440
H -2.444 -1.529 -4.070
H -0.136 1.394 -4.232
H -2.000 0.720 -4.594
H -1.243 3.601 -4.066
H -2.357 5.124 -2.046
H -3.412 4.609 0.108
H -2.337 3.443 0.914
H -3.961 2.941 0.405
Cl 2.874 5.633 -1.025
C 2.469 3.965 -1.462
Cl 3.730 2.863 -0.910
Cl 2.231 3.819 -3.202
C 1.215 3.601 -0.788
N 0.265 3.277 -0.234
C 2.900 -4.195 3.391
C 1.990 -3.032 3.108
C 0.621 -3.221 2.961
C -0.247 -2.158 2.737
C -1.702 -2.460 2.501
C 0.277 -0.855 2.672
Te -1.029 0.777 2.415
C 1.661 -0.647 2.782
C 2.298 0.713 2.664
C 2.490 -1.744 2.997
H 2.481 -5.126 3.010
H 3.049 -4.315 4.467
H 3.883 -4.051 2.941
H 0.216 -4.226 3.014
H -1.872 -3.536 2.521
H -2.025 -2.072 1.531
H -2.343 -1.991 3.249
H 1.926 1.264 1.800
H 3.379 0.609 2.566
H 2.089 1.327 3.543
H 3.560 -1.582 3.076

---

6.
55
Properties=species:S:1:pos:R:3 method="wB97M-V/def2-TZVPD" multiplicity=4 e_tot_ev=-215370.1360 orbital_gap_ev="7.169 / 7.188" charge=+1
Er -0.964 -0.531 -0.581
O -2.529 -3.989 1.802
C -2.673 -3.010 0.967
O -1.646 -2.447 0.468
C -4.065 -2.677 0.681
O -4.239 -2.253 -0.610
C -4.582 -0.850 -0.778
C -3.346 -0.091 -1.053
O -2.586 -0.395 -2.073
O -2.807 0.708 -0.102
H -1.550 -4.130 1.934
H -4.261 -1.885 1.381
H -4.664 -3.554 0.890
H -4.973 -0.506 0.191
H -5.315 -0.853 -1.567
C -0.627 3.310 -1.432
C 0.306 2.452 -2.255
C 1.143 3.068 -3.248
C 1.971 2.346 -4.048
C 1.710 0.940 -4.138
C 2.015 0.202 -5.258
Br 3.082 1.058 -6.636
C 1.435 -1.042 -5.433
C 0.907 -1.731 -4.321
Br 0.281 -3.490 -4.517
C 0.662 -1.099 -3.060
O 0.003 -1.763 -2.080
C 1.004 0.308 -3.002
N 0.382 1.130 -2.046
H -0.628 4.293 -1.917
H -0.283 3.241 -0.366
H -1.610 2.768 -1.585
H 1.237 4.180 -3.275
H 2.803 2.849 -4.527
H 1.553 -1.633 -6.376
C 1.821 -1.357 4.663
N 0.831 -0.631 3.795
C -0.561 -0.908 4.029
C 1.170 0.267 2.816
S 0.036 0.869 1.638
N 2.462 0.777 2.852
C 2.775 1.865 3.842
C 2.953 1.167 1.514
H 2.601 -1.743 4.010
H 1.332 -2.126 5.207
H 2.282 -0.557 5.270
H -1.188 -0.544 3.230
H -0.890 -0.460 4.985
H -0.693 -1.996 4.215
H 2.342 1.696 4.908
H 2.449 2.843 3.533
H 3.874 1.937 3.923
H 2.690 0.449 0.729
H 4.059 1.341 1.533
H 2.507 2.188 1.277

---

7.
86
Properties=species:S:1:pos:R:3 method="wB97M-V/def2-TZVPD" e_tot_ev=-505506.6574 orbital_gap_ev=9.251 charge=0
C -0.414 3.633 1.802
C 0.439 3.921 0.553
S 2.186 4.080 1.041
C 3.106 2.653 0.374
C 2.799 1.298 1.020
S 3.259 -0.027 -0.226
C 1.688 -0.547 -0.924
O 3.884 -1.200 0.354
O 4.057 0.510 -1.312
O 1.454 0.975 1.333
C 1.489 0.108 2.421
O 0.565 -0.386 2.947
O 2.822 -0.080 2.796
C 3.381 1.167 2.447
F 2.701 2.027 3.272
H -0.118 4.351 2.570
H -0.226 2.638 2.200
H -1.477 3.763 1.599
H 0.275 3.211 -0.257
H 0.148 4.911 0.193
H 2.974 2.638 -0.706
H 4.155 2.872 0.576
H 1.066 -1.061 -0.196
H 1.865 -1.199 -1.776
H 1.154 0.355 -1.235
H 4.442 1.300 2.621
C 4.843 0.471 -3.756
Cl 4.928 -0.980 -4.769
Cl 6.283 1.471 -3.961
Cl 3.387 1.393 -4.125
H 4.789 0.159 -2.721
C -4.613 2.651 1.113
Cl -4.232 4.201 0.353
Cl -3.266 1.520 0.959
Cl -5.018 2.864 2.813
H -5.470 2.229 0.604
C -2.377 -2.218 0.834
Cl -1.351 -0.897 0.260
Cl -3.968 -2.144 0.081
Cl -1.608 -3.777 0.529
H -2.501 -2.104 1.904
C -7.561 -2.443 -2.067
Cl -6.745 -3.921 -2.567
Cl -7.031 -1.983 -0.446
Cl -7.262 -1.139 -3.220
H -8.627 -2.628 -2.036
C -3.062 1.056 6.033
Cl -4.811 1.187 6.255
Cl -2.679 -0.090 4.748
Cl -2.354 2.635 5.684
H -2.631 0.688 6.956
C 8.353 -1.450 -6.221
Cl 8.206 0.151 -6.945
Cl 8.431 -2.699 -7.468
Cl 9.764 -1.532 -5.164
H 7.472 -1.627 -5.620
C -5.935 -7.359 -0.008
Cl -5.771 -8.667 -1.184
Cl -4.524 -6.298 -0.046
Cl -7.411 -6.435 -0.298
H -6.000 -7.799 0.978
C 0.606 4.372 -3.989
Cl 0.573 2.887 -4.945
Cl -0.988 4.713 -3.311
Cl 1.818 4.250 -2.717
H 0.883 5.194 -4.637
C -5.602 -6.269 -5.312
Cl -4.857 -4.669 -5.318
Cl -4.686 -7.385 -6.328
Cl -5.733 -6.897 -3.665
H -6.599 -6.180 -5.722
C 6.172 -2.647 2.929
Cl 7.023 -1.099 2.944
Cl 6.995 -3.798 1.878
Cl 6.021 -3.291 4.566
H 5.177 -2.478 2.535
C -3.401 -2.754 7.654
Cl -4.141 -1.636 8.802
Cl -4.255 -2.722 6.110
Cl -1.689 -2.378 7.438
H -3.475 -3.753 8.061
C 2.662 8.138 -1.644
Cl 3.949 7.744 -2.786
Cl 1.121 8.335 -2.487
Cl 2.533 6.894 -0.399
H 2.910 9.078 -1.168

---

8.
52
Properties=species:S:1:pos:R:3 method="wB97M-V/def2-TZVPD" e_tot_ev=-51802.2090 orbital_gap_ev=9.640 charge=-1
Cl 0.267 -0.712 -1.911
O 0.029 -1.989 -1.296
O -0.531 -0.452 -3.053
O -0.009 0.346 -0.917
O 1.614 -0.739 -2.355
N 1.319 5.776 -3.009
C 0.716 5.606 -4.207
C 0.375 4.313 -4.691
C 0.701 3.241 -3.930
C 1.345 3.418 -2.673
C 1.634 4.705 -2.232
H 0.407 6.501 -4.727
H -0.166 4.161 -5.613
H 0.441 2.230 -4.207
H 1.479 2.551 -2.043
H 2.040 4.890 -1.249
C -1.521 2.184 2.067
O -0.453 2.548 1.207
H -1.453 1.127 2.323
H -1.443 2.767 2.985
H -2.456 2.404 1.552
H -0.197 1.792 0.673
C 1.647 -4.274 -3.789
O 0.807 -4.578 -2.757
H 1.148 -4.119 -4.746
H 2.211 -3.393 -3.483
H 2.340 -5.097 -3.966
H 0.508 -3.709 -2.479
F -5.238 0.191 3.139
C -4.248 -0.529 2.524
C -3.523 -1.474 3.297
C -2.524 -2.289 2.738
C -2.285 -2.092 1.384
C -3.017 -1.168 0.579
C -3.974 -0.360 1.194
H -3.745 -1.550 4.352
H -1.875 -2.919 3.328
H -1.576 -2.771 0.934
H -2.825 -1.200 -0.483
H -4.402 0.386 0.541
F 4.483 -1.618 4.373
C 3.347 -1.514 3.654
C 2.122 -1.452 4.317
C 0.966 -1.247 3.553
C 1.000 -1.054 2.146
C 2.208 -1.319 1.512
C 3.420 -1.494 2.251
H 2.089 -1.371 5.394
H 0.017 -1.183 4.065
H 0.150 -0.860 1.509
H 2.239 -1.179 0.442
H 4.393 -1.434 1.787